{"formula": "C14H30InN2O2P2", "method": "ωB97M-V/def2-TZVPD", "homo_energy_ev": [-14.56, -14.53], "s_squared": 0.79, "multiplicity": 2, "charge": 2, "lumo_ev": [-5.66, -8.26], "species": ["C", "C", "N", "C", "C", "C", "C", "C", "P", "H", "H", "H", "C", "C", "H", "H", "H", "C", "C", "H", "H", "H", "H", "H", "H", "H", "H", "H", "H", "H", "H", "In", "H", "O", "H", "H", "N", "C", "P", "C", "C", "O", "H", "H", "H", "H", "H", "H", "H", "H", "H"], "coordinates": [[-0.975, -2.819, 1.109], [0.461, -3.092, 0.705], [1.130, -2.078, 0.163], [2.506, -2.049, 0.197], [3.165, -3.287, 0.383], [2.456, -4.417, 0.765], [1.077, -4.308, 0.997], [3.177, -0.786, 0.173], [2.515, 0.668, -0.598], [0.472, -5.122, 1.396], [4.245, -3.298, 0.241], [2.970, -5.368, 0.918], [-1.949, -2.445, -1.063], [-2.814, -1.242, 0.852], [4.266, -0.825, 0.201], [-0.976, -2.463, 2.155], [-1.551, -3.759, 1.075], [3.166, 1.116, -2.234], [2.973, 2.042, 0.523], [2.671, 2.055, -2.540], [4.259, 1.252, -2.206], [2.903, 0.338, -2.961], [2.151, 2.773, 0.574], [3.166, 1.655, 1.535], [3.890, 2.515, 0.136], [-3.535, -2.059, 1.039], [-2.564, -0.757, 1.810], [-3.276, -0.508, 0.178], [-2.643, -3.279, -0.859], [-2.433, -1.706, -1.713], [-1.046, -2.835, -1.548], [-0.017, -0.020, -0.506], [0.260, -0.252, -2.225], [0.863, 0.189, 1.722], [1.792, -0.193, 1.537], [0.489, -0.334, 2.462], [-1.596, -1.793, 0.224], [-1.456, 4.249, -1.461], [-1.914, 2.986, -0.274], [-2.183, 3.761, 1.321], [-3.396, 2.169, -0.887], [-0.801, 1.953, -0.083], [-1.967, 5.193, -1.238], [-1.727, 3.920, -2.474], [-0.378, 4.427, -1.400], [-2.983, 4.504, 1.262], [-2.457, 3.005, 2.068], [-1.264, 4.273, 1.634], [-3.121, 1.368, -1.592], [-4.003, 1.783, -0.053], [-4.000, 2.899, -1.439]], "forces_ev_per_angstrom": [[-0.08, 0.25, -0.57], [0.35, 0.53, -0.44], [0.00, 0.68, 0.99], [-0.67, -0.55, -0.14], [0.56, 0.28, 0.21], [-0.38, -0.10, -0.06], [0.53, -0.14, 0.07], [1.25, -1.26, -1.59], [-1.35, 1.43, 0.58], [0.32, 0.09, -0.09], [-0.22, -0.19, 0.22], [-0.16, 0.33, -0.05], [-0.20, -0.05, 0.14], [-0.23, -0.21, 0.18], [-0.07, -0.23, 0.45], [-0.02, -0.07, -0.40], [0.02, 0.31, 0.06], [0.45, -0.43, -0.10], [0.45, 0.10, -0.08], [0.20, -0.35, 0.26], [-0.39, 0.01, -0.11], [0.10, 0.20, 0.14], [0.37, -0.29, -0.07], [-0.05, 0.23, -0.34], [-0.32, -0.01, 0.32], [0.14, 0.39, -0.01], [-0.08, -0.16, -0.37], [0.16, -0.27, 0.23], [0.16, 0.26, -0.22], [0.16, -0.30, 0.07], [-0.24, 0.16, 0.06], [0.50, -0.27, -0.54], [-0.95, -0.15, 0.13], [0.86, -0.84, 0.49], [-1.87, 0.61, 0.82], [0.40, 0.41, -0.38], [0.33, 0.19, 0.15], [0.03, 0.08, -0.10], [0.24, -0.25, 0.24], [-0.30, 0.12, -0.02], [-0.38, 0.26, 0.04], [0.18, -0.70, -0.10], [0.00, -0.22, -0.08], [0.16, 0.12, 0.23], [-0.17, -0.06, -0.03], [0.05, -0.07, 0.02], [0.12, 0.16, -0.20], [-0.16, -0.18, -0.11], [-0.03, 0.28, 0.31], [0.23, 0.02, -0.33], [0.00, -0.15, 0.13]]}

{"formula": "C14H30N2O23S5", "method": "ωB97M-V/def2-TZVPD", "homo_energy_ev": [-12.91, -12.91], "s_squared": 0.77, "multiplicity": 2, "charge": 1, "lumo_ev": [-2.55, -7.66], "species": ["C", "N", "O", "O", "H", "H", "H", "C", "C", "O", "S", "O", "O", "O", "H", "H", "H", "H", "C", "C", "O", "S", "O", "O", "O", "H", "H", "H", "H", "C", "C", "O", "S", "O", "O", "O", "H", "H", "H", "H", "C", "C", "O", "S", "O", "O", "O", "H", "H", "H", "H", "C", "C", "O", "S", "O", "O", "O", "H", "H", "H", "H", "C", "O", "N", "C", "C", "H", "H", "H", "H", "H", "H", "H"], "coordinates": [[-16.680, 0.602, 2.994], [-15.783, 0.640, 1.703], [-16.290, 1.136, 0.691], [-14.656, 0.271, 1.704], [-16.171, 0.007, 3.752], [-17.673, 0.226, 2.747], [-16.670, 1.610, 3.408], [-12.399, -3.173, -5.838], [-13.735, -3.313, -6.512], [-14.724, -3.743, -5.478], [-14.158, -3.359, -3.950], [-13.728, -4.582, -3.232], [-14.986, -2.392, -3.189], [-12.802, -2.682, -4.553], [-11.656, -2.580, -6.370], [-11.871, -4.116, -5.697], [-13.759, -4.067, -7.299], [-14.055, -2.382, -6.981], [-8.797, -0.601, 0.056], [-9.396, -0.299, 1.391], [-8.360, -0.694, 2.349], [-7.550, -1.985, 1.787], [-8.290, -3.166, 2.110], [-6.111, -1.853, 1.999], [-7.796, -1.567, 0.203], [-8.351, 0.338, -0.273], [-9.629, -0.901, -0.580], [-10.322, -0.871, 1.454], [-9.687, 0.750, 1.436], [-11.401, -3.821, 2.696], [-11.119, -4.750, 1.538], [-12.360, -4.848, 1.025], [-13.276, -3.490, 1.004], [-14.677, -3.828, 1.369], [-12.921, -2.792, -0.222], [-12.419, -2.893, 2.350], [-10.518, -3.334, 3.110], [-11.852, -4.401, 3.500], [-10.832, -5.768, 1.802], [-10.473, -4.160, 0.888], [-9.866, 6.585, -6.098], [-9.354, 5.338, -6.723], [-9.839, 4.345, -5.884], [-11.416, 4.591, -5.364], [-11.501, 4.331, -3.926], [-12.442, 4.036, -6.245], [-11.212, 6.202, -5.676], [-9.914, 7.337, -6.885], [-9.350, 6.970, -5.219], [-8.268, 5.243, -6.717], [-9.770, 5.224, -7.724], [-4.569, 3.550, -0.626], [-5.171, 2.418, 0.237], [-6.157, 1.787, -0.536], [-6.714, 2.828, -1.668], [-8.153, 2.987, -1.379], [-6.222, 2.513, -3.010], [-5.811, 4.063, -1.054], [-3.966, 3.155, -1.443], [-4.040, 4.265, 0.004], [-5.604, 2.794, 1.164], [-4.409, 1.722, 0.590], [-12.339, 0.618, -0.837], [-11.589, 1.073, -0.003], [-12.050, 0.620, -2.145], [-13.048, 0.044, -2.973], [-10.794, 1.111, -2.728], [-13.285, 0.122, -0.570], [-13.510, -0.851, -2.555], [-12.684, -0.337, -3.927], [-13.839, 0.747, -3.237], [-10.991, 1.960, -3.384], [-10.177, 1.482, -1.910], [-10.403, 0.351, -3.404]], "forces_ev_per_angstrom": [[1.31, -0.06, -0.30], [-2.75, 1.48, -0.98], [-0.23, -0.45, 1.27], [1.81, -1.03, 1.02], [-0.01, -0.34, -0.44], [0.31, 0.22, -0.18], [-0.29, 0.11, -0.52], [-0.35, -1.38, 0.38], [-0.95, -0.53, -0.48], [1.19, 1.01, 1.16], [0.40, -2.20, 1.10], [-1.43, 2.98, -2.05], [2.16, -1.87, -2.65], [0.13, 1.40, 1.20], [-0.51, 0.84, 0.38], [-0.37, -0.33, 0.15], [0.00, -0.17, 0.28], [-0.24, 0.13, 0.43], [-0.10, 1.36, -0.44], [-0.24, -0.67, 0.50], [-0.20, -0.12, -0.19], [1.38, 1.63, -1.21], [0.62, 0.50, -0.16], [-3.15, -0.41, 0.06], [0.34, -1.27, 0.92], [0.27, -0.26, -0.61], [0.43, -0.34, -0.46], [0.13, -0.34, 0.97], [0.59, -0.08, 0.69], [0.41, -1.06, 2.60], [1.29, 2.04, 1.03], [-4.80, -0.47, -2.58], [0.01, -1.83, 1.61], [4.14, 1.33, -1.20], [-0.80, -0.06, 1.75], [-1.27, 0.50, -2.63], [-0.20, 0.37, -0.38], [0.18, -0.20, 0.21], [0.57, 0.42, 0.03], [0.55, -0.79, -0.52], [-0.72, 0.52, 0.04], [0.34, 0.14, -0.29], [-2.03, -2.93, 1.74], [1.15, 1.69, -0.80], [0.39, 0.15, -2.59], [2.23, 0.94, 1.62], [-1.10, -0.73, 0.30], [-0.49, 0.29, 0.38], [0.18, -0.26, -0.12], [-0.10, 0.08, -0.12], [0.16, -0.04, -0.14], [-0.67, -1.71, 1.47], [2.28, 0.07, 1.39], [-0.73, -0.05, -1.62], [-0.19, 0.11, 0.37], [3.14, -0.01, -1.01], [-1.24, 0.41, 2.68], [-2.07, 0.75, -2.10], [0.02, 0.23, -0.07], [-0.21, 0.15, -0.35], [-0.30, 0.41, -0.21], [-0.14, -0.48, -0.53], [-0.74, -0.28, 3.09], [0.30, 0.22, -0.28], [0.91, 0.01, -3.03], [-0.37, -1.10, -1.51], [-0.68, 0.31, 0.77], [0.04, 0.22, -0.07], [-0.18, 0.27, 0.73], [0.59, 0.48, 0.04], [-0.18, 0.39, 0.34], [-0.46, 0.33, -0.01], [0.32, -0.36, -0.27], [0.22, -0.26, 0.40]]}